Record 1
Computed, not measured: a cluster of 4 separate species, C29H57Cl2FN3O7P in total at a distorted geometry, with ωB97M-V/def2-TZVPD.

Element x y z (Å)
C (-1.14518, -6.19206, 2.90580)
C (-1.87000, -5.43250, 1.78863)
Cl (-2.72003, -6.65064, 0.75266)
C (-2.82531, -4.33366, 2.36779)
Cl (-2.18975, -2.75594, 1.72382)
P (-4.59321, -4.50055, 1.81293)
F (-4.60632, -3.82844, 0.37300)
C (-5.39475, -3.18284, 2.82881)
C (-6.85991, -3.04765, 2.41604)
O (-7.35597, -1.97633, 2.24867)
C (-7.62621, -4.32237, 2.23209)
C (-8.06234, -4.98425, 3.37560)
C (-8.75132, -6.18954, 3.25504)
C (-8.97995, -6.71447, 1.98904)
C (-8.55989, -6.04831, 0.84519)
C (-7.87327, -4.84444, 0.96589)
H (-0.17076, -5.73241, 3.04848)
H (-1.04960, -7.23909, 2.65858)
H (-1.68851, -6.07661, 3.83885)
H (-1.19148, -4.94163, 1.10904)
H (-2.77554, -4.33237, 3.44948)
H (-5.37694, -3.50319, 3.86995)
H (-4.90248, -2.21832, 2.72525)
H (-7.86142, -4.57568, 4.35566)
H (-9.08502, -6.67966, 4.15557)
H (-9.49339, -7.66044, 1.89811)
H (-8.74211, -6.46017, -0.13386)
H (-7.51254, -4.31340, 0.09791)
C (5.22557, 1.10146, 2.20362)
O (3.89642, 1.58158, 2.20155)
C (3.14814, 1.28201, 1.02949)
C (2.13263, 0.17904, 1.26990)
N (2.77681, -1.11603, 1.45529)
C (1.93201, -2.16196, 2.03084)
C (1.21869, -1.91970, 3.35871)
O (2.05296, -1.89514, 4.50098)
C (2.78777, -0.70225, 4.69486)
H (5.76009, 1.62789, 2.99324)
H (5.28159, 0.02836, 2.41635)
H (5.72361, 1.30421, 1.25126)
H (3.80549, 1.05300, 0.18418)
H (2.59499, 2.19140, 0.77646)
H (1.45584, 0.11612, 0.41174)
H (1.54468, 0.47846, 2.14561)
H (3.59359, -1.00337, 2.03786)
H (2.56876, -3.04093, 2.16147)
H (1.17409, -2.43010, 1.28606)
H (0.55112, -2.77115, 3.51358)
H (0.57372, -1.03279, 3.33509)
H (2.20941, 0.18271, 4.41812)
H (3.72913, -0.71985, 4.14024)
H (3.03323, -0.63685, 5.75475)
C (0.20386, 3.13441, -1.30619)
O (0.64874, 3.90235, -0.20027)
C (1.47726, 5.00365, -0.54267)
C (0.75285, 6.33140, -0.43833)
N (-0.24903, 6.49009, -1.48460)
C (-1.21583, 7.56751, -1.27607)
C (-2.03289, 7.61574, 0.01301)
O (-3.03152, 6.62270, 0.13611)
C (-2.57147, 5.33402, 0.49420)
H (-0.15945, 2.18274, -0.91989)
H (-0.62432, 3.61926, -1.83509)
H (1.01350, 2.93401, -2.00588)
H (1.92325, 4.86817, -1.53355)
H (2.29196, 5.01416, 0.18781)
H (1.48682, 7.13889, -0.52544)
H (0.31555, 6.37838, 0.56653)
H (-0.75192, 5.62210, -1.60068)
H (-1.92458, 7.51711, -2.10607)
H (-0.68445, 8.52035, -1.37535)
H (-2.57596, 8.56376, 0.00352)
H (-1.40211, 7.63598, 0.91067)
H (-1.75147, 5.37968, 1.21542)
H (-2.26271, 4.76238, -0.38460)
H (-3.40576, 4.80388, 0.95308)
C (5.28595, -2.03577, -4.34524)
O (5.74816, -0.74921, -3.98521)
C (6.06940, 0.10545, -5.07384)
C (5.02653, 1.18477, -5.28844)
N (3.77704, 0.64454, -5.80934)
C (2.62215, 1.53800, -5.72939)
C (2.22336, 2.13765, -4.38346)
O (1.65459, 1.22905, -3.45749)
C (2.57569, 0.37484, -2.80442)
H (5.35298, -2.66442, -3.45866)
H (4.24108, -2.02589, -4.67360)
H (5.90543, -2.47519, -5.13191)
H (6.24521, -0.46836, -5.98892)
H (7.00783, 0.59982, -4.80865)
H (5.41982, 1.91578, -6.00172)
H (4.89066, 1.69128, -4.32475)
H (3.55528, -0.21437, -5.32702)
H (1.76226, 0.97516, -6.10001)
H (2.78384, 2.36176, -6.43275)
H (1.43427, 2.86693, -4.58533)
H (3.04161, 2.69889, -3.91379)
H (3.51534, 0.88265, -2.57249)
H (2.76001, -0.51808, -3.40546)
H (2.12399, 0.04282, -1.86905)

Output
* spin multiplicity: 1
* energy: -86847.4657 eV
* SMILES string: C[C@@H](Cl)[C@@H](Cl)P(F)CC(=O)c1ccccc1.COCCNCCOC.COCCNCCOC.COCCNCCOC
* HOMO level: -8.59 eV
* Kohn-Sham gap: 9.123 eV



Record 2
Computed, not measured: a cluster of 2 separate species, C2H7NO2 in total at a distorted geometry, with ωB97M-V/def2-TZVPD.

Element x y z (Å)
N (-2.29697, 1.05510, -1.70065)
C (-3.00758, 0.06420, -1.05642)
O (-3.54765, -0.82569, -1.66983)
H (-2.12008, 0.92486, -2.66125)
H (-2.09902, 1.91766, -1.25312)
H (-2.96286, 0.08837, 0.03662)
C (2.82821, -0.78293, 1.24613)
O (2.69359, 0.47503, 1.87938)
H (2.42436, -1.56549, 1.91254)
H (3.87340, -1.07983, 1.33916)
H (2.39394, -1.05558, 0.28816)
H (1.82064, 0.78428, 1.63929)

Output
* spin multiplicity: 1
* energy: -7771.8565 eV
* SMILES string: NC=O.CO
* HOMO level: -10.29 eV
* Kohn-Sham gap: 10.709 eV



Record 3
Computed, not measured: the molecule C24H27N3O4, with ωB97M-V/def2-TZVPD.

Element x y z (Å)
C (-7.08866, -3.80464, 0.86131)
C (-6.52425, -3.43691, -0.50361)
O (-5.40773, -2.55582, -0.38662)
C (-5.67876, -1.25280, -0.23903)
O (-6.79665, -0.79755, -0.22584)
C (-4.44851, -0.43237, -0.10768)
C (-3.17917, -1.00228, -0.08002)
C (-2.06138, -0.20154, 0.04417)
C (-2.20493, 1.17810, 0.14856)
N (-1.06179, 2.00339, 0.28991)
C (-0.93425, 3.24539, -0.32892)
O (-1.70042, 3.69243, -1.13658)
C (0.31526, 3.89549, 0.21465)
C (1.08774, 2.76790, 0.90439)
N (2.24525, 2.38983, 0.12146)
C (2.00735, 1.79289, -1.18383)
C (1.87774, 0.26048, -1.14014)
N (2.98445, -0.39248, -0.47002)
C (4.20455, -0.47410, -1.25575)
C (5.18034, -1.42811, -0.61915)
C (4.74190, -2.67052, -0.17660)
C (5.62647, -3.55995, 0.40394)
C (6.96251, -3.22073, 0.54419)
C (7.40671, -1.98620, 0.10512)
C (6.51846, -1.09338, -0.47040)
C (3.16671, 0.18361, 0.85305)
C (3.32691, 1.71106, 0.81701)
C (0.02187, 1.68094, 1.09511)
O (0.08662, 0.71676, 1.81094)
C (-3.47144, 1.75430, 0.12942)
C (-4.58412, 0.94986, -0.00280)
H (-6.31126, -4.23854, 1.48573)
H (-7.48114, -2.91676, 1.35081)
H (-7.89267, -4.52501, 0.74109)
H (-6.13696, -4.31741, -1.02068)
H (-7.29514, -2.95380, -1.11314)
H (-3.07264, -2.07228, -0.15916)
H (-1.08129, -0.64990, 0.07029)
H (0.01199, 4.66749, 0.92392)
H (0.88993, 4.37514, -0.57597)
H (1.45766, 3.06368, 1.89074)
H (2.86261, 2.06265, -1.81399)
H (1.11232, 2.22649, -1.63312)
H (0.96976, -0.01271, -0.59452)
H (1.79128, -0.13028, -2.15673)
H (3.92560, -0.86373, -2.24164)
H (4.69594, 0.50027, -1.41172)
H (3.69785, -2.92142, -0.28408)
H (5.27530, -4.52216, 0.74711)
H (7.65461, -3.91614, 0.99584)
H (8.44670, -1.71449, 0.21360)
H (6.87128, -0.12845, -0.80826)
H (2.28755, -0.07720, 1.44832)
H (4.04485, -0.27130, 1.31443)
H (4.25082, 1.97005, 0.28763)
H (3.40122, 2.10266, 1.83226)
H (-3.58068, 2.82366, 0.21037)
H (-5.57540, 1.37614, -0.02126)

Output
* spin multiplicity: 1
* energy: -37987.6428 eV
* SMILES string: CCOC(=O)c1ccc(N2C(=O)C[C@H](N3CCN(Cc4ccccc4)CC3)C2=O)cc1
* HOMO level: -7.94 eV
* Kohn-Sham gap: 8.245 eV



Record 4
Computed, not measured: a structure of composition C8H7BrNO3S at a distorted geometry, with ωB97M-V/def2-TZVPD.

Element x y z (Å)
C (-2.23429, -1.15202, 0.28942)
C (-2.14346, 0.26415, 0.43841)
C (-0.59876, -3.16929, 0.50037)
C (-3.65880, -1.72442, -0.52504)
C (0.82080, -2.68903, 0.51146)
C (-0.95100, 1.10014, 0.79490)
C (0.20019, -1.33154, 0.22198)
C (-0.27674, 2.00048, -0.25590)
N (-1.06023, -1.90143, 0.33229)
O (-3.32193, -1.80449, -1.69038)
O (-1.12192, -4.21870, 0.48818)
O (-4.66193, -1.82353, 0.16583)
S (0.40884, 0.01896, 1.45327)
Br (-3.64933, 1.31700, 0.23429)
H (1.17689, -2.81739, 1.48474)
H (1.43639, -3.22844, -0.25601)
H (-1.20128, 1.55209, 1.73290)
H (0.12235, -0.81190, -0.71475)
H (-0.97698, 2.50629, -0.95036)
H (0.26519, 1.31474, -0.89748)
H (0.32508, 2.72258, 0.12412)

Output
* charge: -1
* spin multiplicity: 1
* energy: -96919.8037 eV
* HOMO level: -4.48 eV
* Kohn-Sham gap: 7.350 eV



Record 5
Computed, not measured: a structure of composition C17H30N8O7PReS at a distorted geometry, with ωB97M-V/def2-TZVPD.

Element x y z (Å)
Re (0.43775, -0.02068, 1.06081)
N (3.87044, -2.20163, -0.37834)
C (2.85904, -1.70314, 0.33007)
S (2.69218, 0.04858, 0.36211)
N (2.04618, -2.47634, 0.98750)
N (1.07293, -1.88291, 1.67776)
C (0.46131, -2.58750, 2.59594)
C (-0.28742, -2.00279, 3.64870)
C (-0.98773, -2.82422, 4.54788)
C (-1.52572, -2.31549, 5.70305)
C (-1.33197, -0.96601, 6.01759)
C (-0.66143, -0.12944, 5.15854)
C (-0.16516, -0.59581, 3.92348)
O (0.42086, 0.23819, 3.11428)
H (4.53471, -1.57041, -0.79113)
H (4.06756, -3.18777, -0.35732)
H (0.65685, -3.65538, 2.62388)
H (-1.11714, -3.86660, 4.29702)
H (-2.07990, -2.95150, 6.37424)
H (-1.73920, -0.56768, 6.93352)
H (-0.51508, 0.91029, 5.39911)
N (0.48197, 3.66413, 1.72203)
N (-0.86730, 4.00224, 1.83558)
C (-1.88007, 3.14257, 1.72356)
N (-3.13342, 3.57332, 1.61397)
N (-1.53198, 1.84768, 1.74860)
N (-2.34873, 0.87578, 1.49592)
O (-3.55157, 0.99533, 1.39464)
O (-1.80320, -0.24456, 1.38157)
H (0.81964, 3.19170, 2.55837)
H (0.60326, 3.02488, 0.93338)
H (-1.04656, 4.99930, 1.83636)
H (-3.35375, 4.54431, 1.47975)
H (-3.85721, 2.87152, 1.47648)
C (0.81468, 1.25337, -4.78017)
C (1.57903, 1.59464, -3.50606)
C (1.29825, 3.03148, -3.08535)
C (3.07909, 1.33654, -3.67473)
O (1.17897, 0.69726, -2.45414)
P (-0.19267, 0.77079, -1.65415)
O (-1.39570, 1.20635, -2.36380)
O (0.08328, 1.48497, -0.31346)
O (-0.18943, -0.78288, -1.10769)
C (-0.81792, -1.91207, -1.77762)
C (-0.04809, -3.16459, -1.34922)
C (-0.71056, -1.70998, -3.28256)
C (-2.27728, -1.99276, -1.33880)
H (1.12136, 1.91416, -5.58410)
H (-0.25029, 1.37405, -4.61292)
H (1.00985, 0.22691, -5.07513)
H (1.65616, 3.72843, -3.83919)
H (1.78881, 3.24374, -2.13770)
H (0.22461, 3.16003, -2.96831)
H (3.47796, 1.92501, -4.49481)
H (3.24986, 0.28379, -3.89215)
H (3.60660, 1.59324, -2.75939)
H (1.01357, -3.04830, -1.55448)
H (-0.40821, -4.03082, -1.89895)
H (-0.18243, -3.34347, -0.28458)
H (0.31330, -1.46016, -3.54337)
H (-1.36369, -0.90220, -3.59733)
H (-0.99577, -2.62302, -3.79511)
H (-2.34946, -2.05825, -0.25467)
H (-2.74015, -2.86979, -1.78074)
H (-2.81387, -1.10645, -1.66822)

Output
* charge: +1
* expectation value of S²: 0.792
* spin multiplicity: 2
* energy: -66617.8671 eV
* HOMO level (spin up / spin down): -11.12 / -11.15 eV
* Kohn-Sham gap (spin up / spin down): 5.959 / 6.682 eV



Record 6
Computed, not measured: a cluster of 7 separate species, C52H50Cl2N4O13 in total at a distorted geometry, with ωB97M-V/def2-TZVPD.

Element x y z (Å)
C (-0.83264, 2.68008, 1.14451)
C (0.52447, 2.87099, 0.24476)
C (1.65665, 1.75643, 0.67584)
C (2.65738, 1.52467, -0.62613)
C (3.99537, 2.46998, -0.60265)
C (4.25600, 3.33466, -1.97966)
C (2.86276, 4.04735, -2.56984)
N (1.66557, 4.58614, -2.61624)
C (5.26259, 4.56758, -1.58231)
Cl (6.60955, 4.05739, -0.35726)
C (4.47502, 5.86594, -0.88117)
C (5.42930, 6.61122, 0.27287)
Cl (4.14089, 7.22404, -2.15371)
C (4.80276, 2.37343, -3.20606)
N (3.65984, 1.47119, -3.71672)
C (5.27018, 3.24701, -4.55391)
N (5.91527, 4.18160, -5.22167)
C (6.01816, 1.35704, -2.78252)
C (6.64463, 0.49022, -4.02557)
O (7.88962, -0.02478, -3.85190)
N (5.95951, 0.16361, -5.33410)
C (5.59299, -1.30378, -5.45052)
C (6.84861, 0.59818, -6.51101)
H (-1.67132, 2.14689, 0.50530)
H (-0.56064, 1.94192, 2.03287)
H (-1.16138, 3.72804, 1.57313)
H (1.03935, 3.92907, 0.36552)
H (0.23487, 2.63390, -0.87822)
H (1.13590, 0.70458, 0.87463)
H (2.31291, 2.05462, 1.59772)
H (2.03437, 1.56108, -1.61570)
H (3.04195, 0.39888, -0.52695)
H (4.89273, 1.79754, -0.26827)
H (3.82803, 3.27071, 0.26577)
H (5.85285, 5.03295, -2.49378)
H (3.49952, 5.54341, -0.30300)
H (6.49651, 6.88506, -0.12479)
H (5.41262, 6.04104, 1.29479)
H (4.88309, 7.65364, 0.47321)
H (3.88566, 0.46349, -3.56673)
H (3.50094, 1.70642, -4.72088)
H (6.86944, 1.92447, -2.21371)
H (5.53737, 0.56167, -2.03374)
H (6.53343, -1.98192, -5.72353)
H (5.20240, -1.68443, -4.39759)
H (4.69343, -1.46859, -6.20802)
H (7.76212, 1.25658, -6.13528)
H (7.20966, -0.38127, -7.08363)
H (6.21752, 1.30855, -7.21627)
O (-1.12752, 0.47025, 3.89900)
C (-1.57437, -0.46203, 3.24503)
C (-0.77191, -1.67471, 2.99069)
C (-1.26020, -2.69185, 2.27422)
C (-2.62294, -2.64744, 1.70785)
O (-3.06978, -3.57973, 1.05387)
C (-3.42539, -1.43476, 1.96218)
C (-2.93710, -0.41762, 2.67865)
H (0.22546, -1.69239, 3.41347)
H (-0.68464, -3.58817, 2.07776)
H (-4.42277, -1.41708, 1.53940)
H (-3.51266, 0.47870, 2.87512)
O (7.16245, 6.23873, -2.58099)
C (8.35284, 6.10463, -2.82903)
C (8.80850, 5.44879, -4.07058)
C (10.10928, 5.30079, -4.33966)
C (11.14614, 5.78793, -3.40831)
O (12.33652, 5.65383, -3.65635)
C (10.69047, 6.44378, -2.16676)
C (9.38970, 6.59177, -1.89768)
H (8.03581, 5.09754, -4.74392)
H (10.46043, 4.82147, -5.24530)
H (11.46317, 6.79502, -1.49342)
H (9.03854, 7.07109, -0.99203)
O (-5.03064, -7.16244, 6.30929)
C (-4.01569, -6.73128, 5.77968)
C (-4.08256, -5.84999, 4.59729)
C (-2.97304, -5.38118, 4.01804)
C (-1.63342, -5.72282, 4.53621)
O (-0.61847, -5.29166, 4.00661)
C (-1.56655, -6.60411, 5.71861)
C (-2.67607, -7.07292, 6.29785)
H (-5.07253, -5.60795, 4.22959)
H (-3.00438, -4.73437, 3.14977)
H (-0.57658, -6.84615, 6.08630)
H (-2.64473, -7.71974, 7.16612)
O (-10.96123, -5.92355, 6.25935)
C (-9.94627, -5.49239, 5.72975)
C (-10.01314, -4.61110, 4.54735)
C (-8.90363, -4.14229, 3.96810)
C (-7.56400, -4.48393, 4.48627)
O (-6.54905, -4.05277, 3.95667)
C (-7.49714, -5.36522, 5.66867)
C (-8.60665, -5.83403, 6.24791)
H (-11.00311, -4.36906, 4.17965)
H (-8.93496, -3.49548, 3.09983)
H (-6.50717, -5.60726, 6.03637)
H (-8.57532, -6.48085, 7.11619)
O (-5.23017, 0.58781, 1.63183)
C (-5.45439, 0.91743, 0.47529)
C (-6.45713, 1.95182, 0.15318)
C (-6.70296, 2.30971, -1.11086)
C (-5.98167, 1.68766, -2.23896)
O (-6.20589, 2.01728, -3.39550)
C (-4.97893, 0.65327, -1.91686)
C (-4.73310, 0.29537, -0.65281)
H (-6.97726, 2.39923, 0.99170)
H (-7.43563, 3.06609, -1.36449)
H (-4.45880, 0.20586, -2.75537)
H (-4.00042, -0.46100, -0.39919)
O (-5.81696, -2.86279, -1.86257)
C (-6.36966, -3.65128, -1.10804)
C (-5.59195, -4.59331, -0.27921)
C (-6.19679, -5.45590, 0.54324)
C (-7.66787, -5.50289, 0.65962)
O (-8.22057, -6.29138, 1.41415)
C (-8.44558, -4.56086, -0.16921)
C (-7.84073, -3.69827, -0.99166)
H (-4.51383, -4.54601, -0.37531)
H (-5.64131, -6.15403, 1.15749)
H (-9.52370, -4.60816, -0.07311)
H (-8.39621, -3.00014, -1.60591)

Output
* spin multiplicity: 1
* energy: -112339.3550 eV
* SMILES string: CCCCC[C@@](C#N)([C@H](Cl)[C@@H](C)Cl)[C@@](N)(C#N)CC(=O)N(C)C.O=C1C=CC(=O)C=C1.O=C1C=CC(=O)C=C1.O=C1C=CC(=O)C=C1.O=C1C=CC(=O)C=C1.O=C1C=CC(=O)C=C1.O=C1C=CC(=O)C=C1
* HOMO level: -9.53 eV
* Kohn-Sham gap: 7.698 eV



Record 7
Computed, not measured: a structure of composition C5H7NO at a distorted geometry, with ωB97M-V/def2-TZVPD.

Element x y z (Å)
N (-1.33563, -1.85942, -1.21182)
C (-0.70578, -1.06794, -0.45749)
O (0.43691, -1.41898, 0.22924)
C (0.81775, -0.38045, 1.12781)
C (-0.02103, 0.83352, 0.74675)
C (0.28355, 1.33444, -0.60676)
C (-1.10588, 0.35417, -0.17021)
H (-0.85855, -2.76370, -1.23746)
H (1.89127, -0.19888, 1.00014)
H (0.62670, -0.69474, 2.15889)
H (-0.22799, 1.55788, 1.52850)
H (1.06836, 0.87192, -1.19328)
H (0.12971, 2.40637, -0.74676)
H (-0.99938, 1.02581, -1.16755)

Output
* spin multiplicity: 1
* energy: -8832.3999 eV
* HOMO level: -8.89 eV
* Kohn-Sham gap: 9.682 eV



Record 8
Computed, not measured: a cluster of 2 separate species, C4H7BrO in total at a distorted geometry, with ωB97M-V/def2-TZVPD.

Element x y z (Å)
C (2.27881, 0.40600, -0.75430)
C (1.04863, 0.01939, -1.08396)
C (-0.91386, -0.50481, 0.89742)
C (-0.85925, 0.47284, -0.30203)
O (-1.68436, 0.27089, -1.33414)
Br (0.69089, -1.26813, -2.46190)
H (3.27281, 0.04380, -1.01259)
H (2.39650, 0.98291, 0.12451)
H (-1.13096, -1.50563, 0.52144)
H (0.03790, -0.35674, 1.25611)
H (-1.42830, -0.17445, 1.79157)
H (-0.67687, 1.47353, -0.23097)
H (-1.60905, -0.66921, -1.58796)

Output
* spin multiplicity: 1
* energy: -76348.1640 eV
* HOMO level: -9.17 eV
* Kohn-Sham gap: 9.957 eV